Entry from the OMol25 dataset: an isolated molecule of C7H12N2O4 (wB97M-V/def2-TZVPD).

```
! wB97M-V def2-TZVPD RIJCOSX def2/J DEFGRID3
* xyz 0 1
C 1.517 1.652 -0.175
C 1.943 -0.900 -0.222
C -1.727 -0.001 -0.729
C 2.312 -2.345 -0.373
C -2.718 0.433 -1.780
C -0.819 0.565 2.478
C 0.369 0.754 0.406
N 0.791 -0.632 0.406
N -0.776 0.926 -0.467
O 1.333 2.278 -1.191
O 2.639 0.026 -0.623
O -1.782 -1.077 -0.160
O 0.146 1.245 1.688
H 2.260 1.921 0.584
H 1.755 -2.763 -1.211
H 2.058 -2.902 0.525
H 3.375 -2.431 -0.582
H -2.210 0.551 -2.734
H -3.165 1.385 -1.505
H -3.494 -0.321 -1.876
H -0.985 1.205 3.342
H -0.440 -0.407 2.809
H -1.758 0.425 1.939
H 0.046 -1.316 0.529
H -0.670 1.731 -1.079
*
```

Energy above the lowest of the compared OMol25 structures with the same formula, charge and spin   0.0 kcal/mol
Maximum force   0.8 eV Å⁻¹
Structure (SMILES)   COC(C=O)(NC(C)=O)NC(C)=O
Kohn-Sham gap   10.368 eV